(1)
The following is a quantum chemistry calculation of a 3-piece molecular cluster, C4H13O3 overall in a non-equilibrium geometry, from OMol25.

```
20
Properties=species:S:1:pos:R:3:forces:R:3:lowdin_charge:R:1
C 0.3313 1.2433 1.5129 -2.1 2.3 -2.8 -0.3039
O 1.0500 1.7996 0.4678 1.2 0.1 -0.4 -0.2178
C -0.9529 0.4139 0.9643 -0.9 -1.2 2.0 -0.2003
C -1.1650 0.3165 -0.5307 0.5 2.8 -2.1 -0.3123
C -1.6054 -0.9970 -1.1379 -0.7 -2.5 2.4 -0.1458
H 0.8736 0.6329 2.1487 1.2 -1.5 1.3 0.0678
H 0.0317 2.1632 2.0380 -0.6 -0.6 0.6 0.0890
H -1.9905 0.6214 1.4783 1.9 0.2 -0.7 0.1173
H -0.7536 -0.6095 1.3411 -0.1 0.1 -0.2 0.0749
H -0.1938 0.4813 -1.0759 -0.6 0.4 0.9 0.1046
H -1.8152 1.2682 -0.8184 1.0 -2.1 0.1 0.1352
H -0.9091 -1.8289 -0.8012 -0.5 1.0 -0.2 0.0696
H -1.6135 -1.1687 -2.1904 0.0 0.8 -1.0 0.0463
H -2.5770 -1.4021 -0.7489 0.4 0.6 -0.3 0.0697
H 2.0816 -1.3029 -0.3232 -0.3 0.9 0.2 -0.0048
H 0.6518 -1.6573 0.2126 -0.7 0.8 -0.1 -0.0545
O 1.5375 -1.9671 0.1483 1.2 -1.4 0.1 -0.0916
H 1.8938 1.2623 -0.0546 -1.5 -0.4 -0.1 0.0056
H 2.5178 0.2654 -1.7766 -0.3 0.3 -0.6 -0.0784
O 2.6071 0.4653 -0.8540 0.8 -0.6 0.8 -0.3705
```
Positions in Å, forces in eV/Å.

## Properties
Lowest unoccupied orbital energy in eV: 3.9
Multiplicity: 1
Total charge: -1
HOMO energy in Ha: -0.1495
Kohn-Sham gap in Eh: 0.29248

=====

(2)
The following is a quantum chemistry calculation of C37H45N6O8P2Ti as an isolated structure in a non-equilibrium geometry, from OMol25.

```
99
Properties=species:S:1:pos:R:3:forces:R:3:lowdin_charge:R:1
Ti 0.3861 -1.2813 0.4058 -0.5 0.8 0.5 0.8870
O 3.0981 -3.5106 -1.6600 0.0 0.0 0.0 0.1073
C 2.1040 -3.0574 -1.1427 0.0 -0.1 0.2 -0.4429
N 1.9590 -2.5973 0.1547 0.2 -0.5 -0.7 0.0290
C 2.5958 -3.3883 1.1080 -0.2 0.0 0.2 -0.3955
O 2.8589 -4.5616 0.9429 0.1 0.2 -0.1 0.0912
C 2.8938 -2.7611 2.4499 0.1 -0.1 0.1 -0.1681
C 3.4669 -3.5741 3.4223 0.0 0.1 -0.1 0.0127
C 3.7628 -3.0220 4.6544 0.0 0.0 0.1 -0.0511
C 3.4670 -1.6866 4.8752 0.0 -0.1 0.0 -0.0329
C 2.8774 -0.9658 3.8502 0.5 0.1 0.1 -0.1163
N 2.5996 -1.4822 2.6563 0.3 -0.2 0.0 0.1351
C 0.8313 -2.9740 -1.9554 0.1 -0.1 0.0 -0.1926
C 0.7955 -3.5771 -3.2004 -0.1 0.0 0.0 0.0060
C -0.3778 -3.5246 -3.9286 0.0 0.0 0.0 -0.0371
C -1.4594 -2.8488 -3.3874 0.0 0.0 0.0 -0.0336
C -1.3342 -2.2661 -2.1410 0.0 0.1 0.0 -0.1410
N -0.2143 -2.3352 -1.4084 0.1 -0.5 -0.8 0.0235
H 3.6633 -4.6083 3.1862 0.0 0.0 0.0 0.1148
H 4.2082 -3.6268 5.4342 0.0 0.0 0.0 0.1038
H 3.6674 -1.2103 5.8252 0.0 0.0 0.0 0.1052
H 2.5912 0.0692 4.0054 0.2 -0.2 0.0 0.0975
H 1.6947 -4.0624 -3.5502 0.0 0.0 0.0 0.1243
H -0.4457 -3.9901 -4.9035 0.0 0.0 0.0 0.1113
H -2.3981 -2.7532 -3.9151 0.0 0.0 0.0 0.1163
H -2.1553 -1.7058 -1.7266 0.0 0.0 0.0 0.0733
O -0.2883 -2.0318 4.2783 0.0 0.0 0.0 0.0997
C -0.0647 -1.5940 3.1748 -0.1 0.1 0.0 -0.5816
O -0.1540 -2.2320 2.0458 -0.2 -0.2 0.4 -0.1621
C 0.3640 -0.1084 2.9530 -0.4 0.1 -0.2 -0.5740
O 0.5909 0.6568 3.8667 -0.2 0.2 -0.1 0.0640
O 0.4512 0.1984 1.6856 0.1 0.4 0.4 -0.2400
C -2.5699 0.6537 1.9615 0.0 0.0 0.0 -0.2133
P -2.2381 -0.5365 0.6104 0.1 -0.1 -0.2 1.0361
C -2.7283 0.4790 -0.8139 -0.1 0.0 0.0 -0.4649
N -4.0404 0.7894 -0.9175 0.0 0.0 0.0 0.0736
C -4.3983 1.5383 -2.0044 0.0 0.0 0.0 -0.2384
C -5.7459 1.8669 -2.2149 0.0 0.0 0.0 -0.0499
C -6.1378 2.5978 -3.3237 0.0 0.0 0.0 -0.1302
C -5.1887 3.0229 -4.2511 0.0 0.0 0.0 -0.1302
C -3.8496 2.7229 -4.0552 0.0 0.0 0.0 -0.0512
C -3.4294 1.9920 -2.9382 0.0 0.0 0.0 -0.2318
N -2.0893 1.7533 -2.7452 0.0 0.0 0.0 0.0755
C -1.7642 0.9926 -1.6922 0.1 -0.1 0.0 -0.4395
P 0.0372 0.8984 -1.2895 -0.1 0.0 0.0 1.0333
C 0.2149 2.4848 -0.3896 0.0 0.0 0.0 -0.2278
C 1.0185 1.2195 -2.8649 0.0 -0.1 -0.1 -0.6914
C 2.4795 1.4530 -2.4561 0.0 -0.1 0.0 -0.1051
C 0.5823 2.4147 -3.7171 0.0 0.1 0.0 -0.1063
C 0.9678 -0.0453 -3.7207 -0.1 0.0 -0.1 -0.0965
C -3.5003 -1.9088 0.9574 0.0 0.0 0.0 -0.6647
C -4.9255 -1.6202 0.4873 0.0 0.0 0.0 -0.1095
C -3.5335 -2.1206 2.4812 0.0 0.0 0.0 -0.0958
C -3.0331 -3.2312 0.3334 0.0 0.0 0.0 -0.1038
H -3.6239 0.9348 1.9329 0.0 0.0 0.0 0.0525
H -1.9636 1.5390 1.7775 0.0 0.0 0.0 0.0390
H -2.3133 0.2607 2.9435 0.0 0.0 0.0 0.0454
H -6.4672 1.5235 -1.4827 0.0 0.0 0.0 0.0978
H -7.1842 2.8382 -3.4695 0.0 0.0 0.0 0.0863
H -5.4945 3.5921 -5.1206 0.0 0.0 0.0 0.0856
H -3.0916 3.0574 -4.7539 0.0 0.0 0.0 0.0969
H -0.2045 3.2956 -0.9868 0.0 0.0 0.0 0.0478
H 1.2583 2.6892 -0.1494 0.0 0.0 0.0 0.0229
H -0.3246 2.4034 0.5516 0.0 0.0 0.0 0.0285
H 2.6091 2.4139 -1.9551 0.0 0.0 0.0 0.0750
H 3.0847 1.4743 -3.3672 0.0 0.0 0.0 0.0859
H 2.8688 0.6663 -1.8133 0.0 0.0 0.1 0.0637
H 0.5080 3.3306 -3.1282 0.0 0.0 0.0 0.0704
H -0.3812 2.2559 -4.1885 0.0 0.0 0.0 0.0506
H 1.3516 2.5666 -4.4824 0.0 0.0 0.0 0.0786
H 1.4676 -0.8767 -3.2254 0.0 0.0 0.0 0.0639
H 1.4942 0.1340 -4.6630 0.0 0.0 0.0 0.0893
H -0.0593 -0.3304 -3.9612 0.0 0.0 0.0 0.0765
H -5.3166 -0.6926 0.9017 0.0 0.0 0.0 0.0690
H -5.5611 -2.4512 0.8147 0.0 0.0 0.0 0.0807
H -4.9910 -1.5328 -0.5962 0.0 0.0 0.0 0.0681
H -3.9797 -1.2732 3.0003 0.0 0.0 0.0 0.0750
H -2.5506 -2.3198 2.9070 0.0 0.0 0.0 0.0660
H -4.1592 -2.9944 2.6837 0.0 0.0 0.0 0.0851
H -3.1999 -3.2583 -0.7440 0.0 0.0 0.0 0.0629
H -3.6217 -4.0461 0.7642 0.0 0.0 0.0 0.0848
H -1.9824 -3.4357 0.5438 0.0 0.0 0.0 0.0677
O 5.3075 0.2968 1.0310 0.0 0.0 0.0 0.1073
C 4.2520 0.8410 1.2176 -0.1 0.1 -0.1 -0.5108
O 3.1456 0.5337 0.5412 0.0 0.1 0.1 0.0558
C 4.0785 2.0013 2.1931 0.1 0.0 0.0 -0.2574
N 2.7015 2.4610 2.2527 -0.2 0.0 0.1 -0.0125
C 2.6571 3.9086 2.4978 0.0 0.0 0.0 -0.1804
C 4.1173 4.3799 2.4064 0.0 0.0 0.0 -0.1663
C 4.8242 3.2377 1.6803 0.0 0.0 0.0 -0.1253
H 4.4996 1.6845 3.1560 0.0 0.0 0.0 0.1543
H 2.0844 1.9452 2.8719 0.0 -0.1 0.1 0.0870
H 2.4220 1.0730 0.9421 0.1 0.0 -0.2 0.0640
H 2.2276 4.1308 3.4775 0.0 0.0 0.0 0.1120
H 2.0272 4.3984 1.7499 0.0 0.0 0.0 0.1012
H 4.5393 4.5077 3.4054 0.0 0.0 0.0 0.1060
H 4.2140 5.3311 1.8833 0.0 0.0 0.0 0.1034
H 5.8941 3.1782 1.8674 0.0 0.0 0.0 0.1187
H 4.6721 3.3229 0.6006 0.0 0.0 0.0 0.1256
```
Positions in Å, forces in eV/Å.

## Properties
Lowest unoccupied orbital energy (spin up / spin down) in eV: 1.8 / 1.7
Multiplicity: 3
Total charge: -1
HOMO energy (spin up / spin down) in Ha: -0.1058 / -0.2081
Kohn-Sham gap (spin up / spin down) in Eh: 0.17266 / 0.27195
⟨S²⟩: 2.023

=====

Summary of ΔE to the lowest compared entry with this formula, charge and spin in kcal per mole
31.3 34.5
(order as listed above)
Summary of total energy in eV
-10500.861 -106120.593
(order as listed above)